No. 1
{
  "formula": "C27H39Cl12N3",
  "method": "ωB97M-V/def2-TZVPD",
  "smiles": "c1ccncc1.c1ccncc1.c1ccncc1.ClCCCl.ClCCCl.ClCCCl.ClCCCl.ClCCCl.ClCCCl",
  "gap_ha": 0.358,
  "spin_multiplicity": 1,
  "largest_force_ev_per_a": 1.0,
  "lumo_ev": 0.221,
  "elements": ["Cl", "Cl", "Cl", "Cl", "Cl", "Cl", "Cl", "Cl", "Cl", "Cl", "Cl", "Cl", "N", "N", "N", "C", "C", "C", "C", "C", "C", "C", "C", "C", "C", "C", "C", "C", "C", "C", "C", "C", "C", "C", "C", "C", "C", "C", "C", "C", "C", "C", "H", "H", "H", "H", "H", "H", "H", "H", "H", "H", "H", "H", "H", "H", "H", "H", "H", "H", "H", "H", "H", "H", "H", "H", "H", "H", "H", "H", "H", "H", "H", "H", "H", "H", "H", "H", "H", "H", "H"],
  "coordinates": [[-5.106, -1.393, -6.552], [0.587, -4.713, -5.352], [-3.316, 4.357, 3.355], [1.823, -0.253, 4.354], [1.395, 1.545, -0.584], [-1.478, 3.631, 6.284], [-4.541, 2.851, 0.519], [-2.314, 0.177, -3.677], [0.928, -2.459, -2.935], [0.386, 3.929, 2.540], [-0.565, 0.269, 1.783], [1.957, -3.025, 6.539], [4.708, 2.001, -3.939], [3.461, -1.699, -0.580], [-2.420, -1.140, 4.622], [4.592, -1.226, 1.477], [5.691, -2.502, -0.223], [3.508, -1.147, 0.630], [0.610, -2.346, 5.591], [2.683, 0.682, -5.309], [-4.315, -2.539, 4.204], [-3.020, -0.175, 3.925], [-0.970, 0.366, 0.059], [-4.066, -1.326, -5.116], [0.615, -2.950, -5.614], [-4.302, -0.286, 3.432], [-0.035, 3.720, 5.242], [3.854, 1.203, -3.313], [-0.236, 2.973, 3.925], [4.532, -2.370, -0.982], [-4.943, -1.507, 3.524], [0.049, -2.165, -4.438], [1.064, -1.868, 4.241], [5.715, -1.919, 1.030], [-3.625, 0.100, -4.879], [2.873, 0.456, -3.958], [4.538, 2.169, -5.242], [0.268, 0.189, -0.774], [-3.017, 3.764, 0.726], [3.515, 1.581, -5.966], [-3.062, -2.296, 4.748], [-3.138, 4.911, 1.683], [-0.032, -2.791, -6.475], [0.326, 2.046, 3.905], [-0.995, -2.429, -4.309], [3.932, 1.134, -2.232], [-1.721, -0.388, -0.176], [-4.561, -1.739, -4.239], [-3.235, 0.520, -5.804], [-2.282, 3.059, 1.112], [1.764, -2.551, 3.768], [-1.458, 1.318, -0.154], [-1.290, 2.809, 3.753], [0.196, -1.733, 3.598], [-4.740, -3.534, 4.213], [-2.184, 5.443, 1.621], [1.628, -2.636, -5.852], [0.797, 3.324, 5.819], [-2.516, -3.081, 5.264], [3.395, 1.770, -7.024], [-5.923, -1.669, 3.092], [1.976, 0.082, -5.873], [4.531, -2.836, -1.964], [2.623, -0.573, 0.892], [-3.894, 5.650, 1.432], [-2.405, 0.700, 3.760], [-2.685, 4.105, -0.252], [0.146, -1.522, 6.127], [2.262, -0.232, -3.388], [5.224, 2.839, -5.751], [6.539, -3.090, -0.545], [0.151, -1.117, -4.718], [6.575, -2.012, 1.682], [-0.139, -3.128, 5.489], [-3.218, -1.975, -5.326], [-4.765, 0.547, 2.917], [0.016, 0.122, -1.830], [0.195, 4.765, 5.045], [4.555, -0.770, 2.457], [0.774, -0.729, -0.483], [-4.447, 0.731, -4.552]],
  "lowdin_charge": [0.5725, 0.5422, 0.5968, 0.5578, 0.5967, 0.5372, 0.5331, 0.6002, 0.6172, 0.5564, 0.6524, 0.5467, 0.0606, 0.0587, 0.0680, -0.0614, -0.0700, -0.1684, -0.6863, -0.0848, -0.0697, -0.1783, -0.6297, -0.6760, -0.6595, -0.0627, -0.6406, -0.1597, -0.6803, -0.1547, -0.0742, -0.6969, -0.6526, -0.0747, -0.6555, -0.0759, -0.1644, -0.6911, -0.6708, -0.0765, -0.1531, -0.6589, 0.0687, -0.0096, 0.0382, 0.0832, 0.0812, 0.0787, 0.0644, 0.0270, 0.0677, 0.0534, -0.0319, 0.0186, 0.1012, 0.0609, 0.0661, 0.0676, 0.0956, 0.0986, 0.1066, 0.0907, 0.1034, 0.0649, 0.0752, 0.0578, 0.0808, 0.0618, 0.0403, 0.1025, 0.1010, 0.0396, 0.1057, 0.0552, 0.0497, 0.0917, 0.0205, 0.0527, 0.0936, 0.0329, 0.0743]
}

---

No. 2
{
  "formula": "CH2O2",
  "method": "ωB97M-V/def2-TZVPD",
  "smiles": "O=CO",
  "gap_ha": 0.450,
  "spin_multiplicity": 1,
  "largest_force_ev_per_a": 3.2,
  "lumo_ev": 0.883,
  "elements": ["O", "O", "C", "H", "H"],
  "coordinates": [[0.978, -0.197, -0.052], [-1.370, -0.348, -0.037], [-0.363, 0.309, -0.044], [-0.134, 1.347, 0.051], [0.889, -1.111, 0.083]],
  "nbo_charge": [-0.7068, -0.5422, 0.6479, 0.1235, 0.4776]
}

---

No. 3
{
  "formula": "H26O13Xe",
  "method": "ωB97M-V/def2-TZVPD",
  "gap_ha": 0.357,
  "spin_multiplicity": 1,
  "largest_force_ev_per_a": 0.9,
  "lumo_ev": -0.471,
  "elements": ["Xe", "O", "O", "O", "O", "O", "O", "O", "O", "O", "O", "O", "O", "O", "H", "H", "H", "H", "H", "H", "H", "H", "H", "H", "H", "H", "H", "H", "H", "H", "H", "H", "H", "H", "H", "H", "H", "H", "H", "H"],
  "coordinates": [[0.582, 0.163, -0.354], [-0.165, -3.623, -0.266], [-2.964, -0.934, 1.306], [-1.136, -2.101, -2.387], [-2.735, 2.396, -0.698], [0.677, -0.385, -3.695], [0.900, -1.416, 3.657], [-1.172, -2.867, 2.224], [2.028, 1.115, 3.111], [0.104, 2.307, -3.797], [1.869, 3.647, -1.774], [-0.784, 2.055, 3.728], [-3.241, -0.551, -1.571], [4.153, 0.830, 1.128], [-1.065, 1.766, 2.860], [0.520, 0.558, -3.741], [-1.377, -2.561, -3.192], [-0.481, -2.610, 2.835], [-3.579, -0.697, 2.001], [2.595, 3.129, -1.427], [-2.394, -0.845, -1.906], [-2.547, 2.984, -1.430], [0.636, -3.841, -0.742], [4.669, 1.549, 1.493], [-2.722, 1.520, -1.085], [4.003, 1.081, 0.217], [-2.347, -1.533, 1.725], [0.024, -0.708, -3.075], [-0.750, -4.363, -0.429], [0.122, 1.754, 3.799], [0.768, 2.667, -3.208], [-0.756, -2.779, -1.828], [-0.708, -3.097, 1.420], [1.686, -1.953, 3.557], [2.464, 0.913, 2.283], [-3.380, -1.071, -0.779], [1.115, -0.592, 3.218], [2.291, 4.348, -2.270], [2.735, 1.128, 3.757], [0.360, 2.617, -4.665]],
  "nbo_charge": [0.0025, -0.9457, -0.9859, -0.9690, -0.9587, -0.9968, -0.9633, -0.9854, -0.9731, -0.9522, -0.9363, -0.9523, -0.9859, -0.9459, 0.4727, 0.4829, 0.4840, 0.4991, 0.4712, 0.4708, 0.4813, 0.4598, 0.4908, 0.4773, 0.4921, 0.4782, 0.4975, 0.4766, 0.4891, 0.4770, 0.4950, 0.4883, 0.4832, 0.4639, 0.5017, 0.4926, 0.4958, 0.4756, 0.4788, 0.4727]
}

---

No. 4
{
  "formula": "C3H8ClN3",
  "method": "ωB97M-V/def2-TZVPD",
  "charge": 2,
  "smiles": "C/[NH+]=C(\\Cl)NC=[NH2+]",
  "gap_ha": 0.373,
  "spin_multiplicity": 1,
  "largest_force_ev_per_a": 3.2,
  "lumo_ev": -10.211,
  "elements": ["Cl", "N", "N", "N", "C", "C", "C", "H", "H", "H", "H", "H", "H", "H", "H"],
  "coordinates": [[-2.347, 0.667, 0.893], [0.263, -2.018, -2.286], [0.263, 0.932, 0.880], [-0.625, -0.715, -0.604], [0.353, 1.929, 1.988], [0.412, -1.059, -1.381], [-0.796, 0.361, 0.356], [-0.665, 2.266, 1.956], [1.415, -0.837, -1.173], [1.007, 2.797, 1.835], [0.639, 1.571, 2.925], [1.030, -2.507, -2.722], [-1.505, -1.024, -1.053], [1.051, 0.348, 0.666], [-0.495, -2.711, -2.280]],
  "nbo_charge": [0.2993, -0.6360, -0.4208, -0.5650, -0.4222, 0.4324, 0.4704, 0.2321, 0.2515, 0.2843, 0.2686, 0.4679, 0.4652, 0.4189, 0.4533]
}

---

Repeat the second record exactly.
{
  "formula": "CH2O2",
  "method": "ωB97M-V/def2-TZVPD",
  "smiles": "O=CO",
  "gap_ha": 0.450,
  "spin_multiplicity": 1,
  "largest_force_ev_per_a": 3.2,
  "lumo_ev": 0.883,
  "elements": ["O", "O", "C", "H", "H"],
  "coordinates": [[0.978, -0.197, -0.052], [-1.370, -0.348, -0.037], [-0.363, 0.309, -0.044], [-0.134, 1.347, 0.051], [0.889, -1.111, 0.083]],
  "nbo_charge": [-0.7068, -0.5422, 0.6479, 0.1235, 0.4776]
}

---

Number 3 is which compound? H26O13Xe